The following is a quantum chemistry calculation of 8 unconnected molecules or ions with the total composition C41H94F6N4O17P in a non-equilibrium geometry, from the Open Molecules 2025 dataset.

Summary:
total energy	-4056.57380	hartree
net charge	+1
LUMO	-2.7	eV
HOMO	-10.40	eV
orbital gap	0.2847	hartree

Geometry as XYZ:
```
163
Properties=species:S:1:pos:R:3:forces:R:3
C 5.309 1.220 1.728 -0.5 0.4 0.6
C 4.111 2.116 2.077 2.0 -0.8 -0.5
N 2.920 1.355 2.414 1.0 1.0 0.4
F 2.731 1.142 3.745 -0.2 -0.1 -0.1
C 2.039 0.876 1.601 -0.2 0.3 -0.7
N 2.258 1.121 0.258 -1.2 -0.7 0.0
C 1.210 0.408 -0.534 1.1 0.1 0.2
C 1.224 -1.049 -0.059 -1.0 1.0 -0.3
C 0.480 -1.856 -1.129 1.2 -0.4 0.9
F -0.649 -1.308 -1.489 -1.8 0.6 -0.1
F 1.266 -1.804 -2.213 0.9 -0.1 -0.8
C 0.280 -3.358 -0.840 -0.6 0.7 -2.0
F 1.388 -3.896 -0.421 1.6 -0.5 1.3
F -0.704 -3.593 -0.033 -1.1 -0.2 1.6
F -0.015 -3.950 -1.979 -0.4 -0.4 -1.1
C 0.593 -1.018 1.324 -0.5 -1.1 0.3
O -0.785 -1.074 1.217 0.7 -0.4 0.1
C -1.527 -1.328 2.427 -1.5 0.1 -0.9
C -2.768 -0.467 2.256 0.6 0.3 1.1
N -2.353 0.919 2.483 -0.7 0.1 -0.6
C -2.162 1.632 1.237 0.0 0.9 0.1
C -1.578 3.036 1.468 -0.6 0.3 -1.1
C -2.462 4.130 0.855 0.0 -0.3 0.4
O -0.276 3.102 0.865 0.6 0.0 0.2
P 1.301 -2.436 2.374 -0.1 -0.7 0.8
O 1.279 -2.122 3.816 0.1 0.8 0.4
N 0.954 0.236 2.027 0.5 -1.1 0.6
H 6.094 1.882 1.376 0.2 0.0 -0.1
H 5.642 0.750 2.646 0.2 -0.4 -0.1
H 5.062 0.501 0.957 0.0 -0.2 -0.1
H 3.955 2.812 1.260 0.1 -0.8 0.2
H 4.401 2.720 2.926 -0.4 0.1 0.3
H 2.045 2.120 0.171 0.5 -0.5 -0.5
H 1.493 0.474 -1.573 0.0 0.1 -0.3
H 0.255 0.891 -0.336 -0.2 -0.3 -0.2
H 2.234 -1.447 -0.011 0.2 0.1 -0.1
H -1.041 -0.971 3.331 0.4 -0.4 0.1
H -1.804 -2.381 2.476 0.4 -0.2 0.2
H -3.183 -0.574 1.259 -0.1 -0.1 -0.1
H -3.507 -0.745 3.007 -0.2 -0.2 -0.1
H -1.516 0.940 3.051 0.0 0.2 -0.1
H -1.525 1.103 0.517 0.0 0.0 0.1
H -3.121 1.770 0.740 -0.3 -0.3 0.1
H -1.503 3.259 2.528 0.4 -0.2 0.2
H -1.999 5.112 0.926 0.1 0.1 0.1
H -3.405 4.159 1.398 -0.1 0.0 -0.1
H -2.673 3.927 -0.196 0.0 -0.1 -0.1
H -0.389 3.454 -0.026 -0.1 0.1 0.1
H 2.599 -2.659 1.846 -0.2 0.1 -0.2
H 0.589 -3.632 2.158 0.1 0.3 -0.7
H 0.939 0.124 3.043 0.0 -0.2 0.0
C 2.605 7.549 1.995 -0.1 0.1 0.0
O 2.378 7.280 0.620 0.1 -0.2 0.1
C 3.557 6.909 -0.077 -0.4 0.1 -0.1
C 3.610 5.416 -0.311 0.4 0.2 -0.2
O 3.766 4.699 0.910 -0.3 -0.1 0.1
C 2.558 4.122 1.365 -0.7 1.3 0.2
H 1.635 7.636 2.482 0.0 0.0 -0.1
H 3.170 6.747 2.476 0.0 0.0 0.0
H 3.140 8.496 2.113 0.0 0.0 0.1
H 4.450 7.249 0.455 0.0 -0.1 0.0
H 3.531 7.415 -1.047 0.1 0.0 0.0
H 4.481 5.186 -0.933 -0.2 0.1 0.1
H 2.715 5.082 -0.845 0.0 0.0 0.1
H 2.282 3.268 0.730 -0.1 1.3 0.4
H 1.740 4.841 1.375 0.0 0.0 -0.1
H 2.720 3.764 2.383 -0.4 0.4 -0.2
C 9.864 5.234 -2.478 0.0 0.1 0.0
O 8.630 5.878 -2.202 0.0 -0.2 0.1
C 7.504 5.054 -2.448 0.0 0.4 0.1
C 6.930 4.504 -1.160 0.1 -0.5 -0.2
O 7.820 3.583 -0.540 0.0 0.2 0.1
C 8.513 4.154 0.559 0.0 -0.1 0.1
H 10.662 5.861 -2.084 -0.1 0.1 0.0
H 9.923 4.252 -2.002 0.0 0.0 0.0
H 10.003 5.128 -3.558 0.0 -0.1 0.0
H 7.757 4.241 -3.135 0.0 0.0 0.1
H 6.746 5.679 -2.931 0.0 0.0 0.0
H 6.009 3.955 -1.392 0.1 0.0 0.0
H 6.675 5.318 -0.475 0.1 0.0 0.0
H 7.829 4.292 1.404 0.1 0.1 0.0
H 8.965 5.113 0.297 0.0 0.0 0.0
H 9.302 3.466 0.857 -0.1 -0.1 -0.1
C 2.337 -4.569 -3.499 0.1 -0.1 -0.2
O 3.456 -5.036 -4.228 -0.1 -0.1 0.1
C 4.081 -6.159 -3.621 0.2 0.1 -0.3
C 3.705 -7.449 -4.316 -0.1 -0.2 0.3
O 2.332 -7.754 -4.126 -0.1 0.2 -0.1
C 1.540 -7.457 -5.266 0.0 -0.1 0.0
H 1.814 -3.842 -4.119 0.1 0.0 0.0
H 1.648 -5.381 -3.255 0.0 0.0 0.0
H 2.667 -4.075 -2.581 0.0 0.0 0.1
H 3.833 -6.214 -2.555 -0.1 0.0 0.0
H 5.162 -6.011 -3.709 0.0 0.0 0.0
H 4.283 -8.267 -3.874 0.0 0.0 0.0
H 3.952 -7.400 -5.380 0.0 0.1 0.0
H 1.743 -8.182 -6.061 0.0 0.1 -0.1
H 1.728 -6.446 -5.636 0.0 0.0 0.0
H 0.492 -7.536 -4.981 0.0 -0.1 0.1
C 2.408 -5.697 3.876 -0.1 0.0 0.0
O 2.050 -6.011 2.536 0.2 0.2 0.1
C 3.178 -6.042 1.666 -0.3 0.0 -0.2
C 3.609 -7.460 1.360 0.4 0.0 0.1
O 4.127 -8.102 2.511 -0.2 0.0 0.1
C 3.212 -9.011 3.103 0.1 0.0 0.0
H 1.541 -5.878 4.510 -0.1 0.0 -0.1
H 3.234 -6.315 4.231 0.0 0.0 0.0
H 2.681 -4.638 3.955 0.1 0.0 0.1
H 4.010 -5.470 2.089 0.0 -0.1 0.0
H 2.875 -5.559 0.730 0.1 0.0 0.0
H 4.412 -7.429 0.616 0.0 0.0 0.0
H 2.778 -8.031 0.934 0.0 0.0 0.0
H 3.108 -9.904 2.479 -0.1 0.0 0.0
H 2.231 -8.555 3.254 0.0 0.0 0.0
H 3.614 -9.306 4.070 0.1 0.0 0.0
C -6.892 1.866 2.455 0.0 0.0 0.1
O -6.239 2.786 1.596 -0.1 -0.1 0.0
C -6.281 2.397 0.230 0.3 0.3 0.1
C -7.320 3.177 -0.545 -0.2 -0.3 -0.2
O -8.633 2.847 -0.127 0.1 0.1 0.2
C -9.205 3.831 0.722 -0.1 0.0 -0.1
H -6.979 2.330 3.436 0.1 0.0 0.0
H -7.893 1.619 2.095 0.0 0.0 0.0
H -6.299 0.950 2.552 -0.1 0.0 0.0
H -6.462 1.322 0.135 -0.1 0.0 0.0
H -5.286 2.606 -0.180 -0.1 0.0 -0.1
H -7.243 2.910 -1.604 0.1 0.0 0.0
H -7.140 4.253 -0.454 0.0 0.0 0.1
H -9.457 4.724 0.143 0.0 0.1 0.1
H -8.532 4.102 1.538 0.0 0.0 0.0
H -10.120 3.419 1.146 0.0 -0.1 -0.1
C -8.591 10.566 1.532 0.1 0.1 0.0
O -7.493 9.804 1.059 -0.2 -0.1 0.1
C -7.271 8.622 1.811 0.3 0.1 -0.3
C -7.788 7.398 1.087 -0.2 -0.2 0.4
O -9.207 7.412 0.997 0.1 0.1 -0.2
C -9.666 7.794 -0.289 -0.1 0.0 0.0
H -8.804 11.338 0.795 0.1 0.0 0.0
H -9.484 9.950 1.662 0.0 0.0 0.0
H -8.338 11.049 2.481 -0.1 0.0 0.0
H -7.724 8.700 2.804 -0.1 0.0 0.0
H -6.188 8.522 1.940 0.0 0.0 0.0
H -7.511 6.505 1.659 0.0 0.0 0.0
H -7.335 7.316 0.094 0.0 0.1 0.0
H -9.486 6.990 -1.011 0.0 0.1 -0.1
H -9.182 8.710 -0.634 0.0 0.0 0.0
H -10.739 7.968 -0.222 0.0 -0.1 0.1
C -1.030 -9.366 -2.544 0.0 -0.1 0.1
O -2.139 -10.161 -2.168 0.0 0.2 -0.1
C -3.364 -9.443 -2.177 0.0 -0.4 0.2
C -4.185 -9.758 -3.409 -0.1 0.4 -0.1
O -3.563 -9.265 -4.587 0.1 -0.1 0.0
C -2.912 -10.278 -5.335 0.0 0.0 0.0
H -0.177 -10.025 -2.697 0.0 0.0 0.0
H -1.221 -8.821 -3.473 0.0 0.0 0.0
H -0.785 -8.658 -1.744 0.0 0.1 -0.1
H -3.185 -8.366 -2.101 0.0 0.0 -0.1
H -3.926 -9.755 -1.290 0.0 0.0 0.0
H -5.155 -9.257 -3.323 0.0 0.0 0.0
H -4.366 -10.833 -3.484 0.1 0.0 0.0
H -3.651 -10.922 -5.824 0.1 -0.1 0.0
H -2.257 -10.886 -4.707 0.0 0.0 0.0
H -2.311 -9.793 -6.103 -0.1 0.1 0.0
```
Positions in Å, forces in eV/Å.